19
Properties=species:S:1:pos:R:3:nbo_charge:R:1 method="wB97M-V/def2-TZVPD" e_lumo_ev=0.823 mol_weight_g_mol=130.1 relative_energy_ev=3.6782 e_homo_ev=-8.09 max_force_ha_per_bohr=0.0745 homo_lumo_gap_ha=0.3277 smiles="C=N[C@@](C)(O)OC(=C)N"
C -1.6938 -0.1411 1.6756 -0.63
C -0.8417 -0.4130 0.4443 0.60
O -1.5267 -1.2982 -0.4070 -0.73
O 0.4074 -0.8914 0.7921 -0.55
H -0.8604 -1.6947 -0.9879 0.48
H -1.2012 0.6092 2.2893 0.23
H -2.6839 0.2001 1.3788 0.22
H -1.7762 -1.0679 2.2386 0.23
C 1.4395 -0.1259 -0.1491 0.51
N 1.7005 -1.0020 -1.1831 -0.85
C -1.1422 1.3266 -1.1999 -0.01
C 2.2272 0.8589 0.2824 -0.58
N -0.5045 0.8532 -0.2297 -0.44
H 1.6002 -1.9769 -0.9365 0.39
H 2.5450 -0.8101 -1.7010 0.39
H -2.0309 0.8437 -1.6119 0.16
H -0.7917 2.2453 -1.6559 0.17
H 1.8765 1.5807 0.9978 0.22
H 3.2566 0.9034 -0.0369 0.21